Density functional theory data (ωB97M-V/def2-TZVPD) for the molecule C2H3NOS2 at a distorted geometry.

Computed properties:
Highest occupied orbital energy = -9.123 eV
Strongest force on any atom = 1.81 eV/Å
SMILES = S=CO/C=N/S
Spin multiplicity = 1
Energy above the lowest of the compared OMol25 structures with the same formula, charge and spin = 2.019 eV
HOMO-LUMO gap = 0.3234 Ha

XYZ file:
```
9
Properties=species:S:1:pos:R:3:forces:R:3:lowdin_charge:R:1
S 1.617 -2.707 -1.255 -0.3 -0.1 -0.1 0.738
C 0.907 -1.345 -0.821 -0.6 -0.6 1.5 -0.689
O -0.082 -1.307 0.161 1.2 -1.2 -0.6 -0.115
C -0.513 -0.162 0.743 -0.3 1.1 -1.1 -0.335
N -0.339 0.946 0.141 -0.8 -0.5 1.2 -0.340
S -1.151 2.357 0.748 0.5 -1.0 0.0 0.720
H 1.240 -0.396 -1.145 0.0 1.1 -0.4 0.044
H -1.082 -0.443 1.646 0.2 0.6 -0.4 0.144
H -0.596 3.056 -0.219 0.1 0.7 -0.3 -0.165
```
Forces are in eV/Å.

Density functional theory data (ωB97M-V/def2-TZVPD) for the molecule C3H7OPS at a distorted geometry.

Computed properties:
Highest occupied orbital energy (alpha / beta) = -9.420 / -7.970 eV
Strongest force on any atom = 1.53 eV/Å
Spin multiplicity = 1
Energy above the lowest of the compared OMol25 structures with the same formula, charge and spin = 3.061 eV
HOMO-LUMO gap (alpha / beta) = 0.3220 / 0.2184 Ha

XYZ file:
```
13
Properties=species:S:1:pos:R:3:forces:R:3:lowdin_charge:R:1
C -0.526 -0.110 0.601 0.0 -0.8 0.1 -0.388
C 0.928 -0.272 0.198 -0.1 1.1 -0.7 -0.812
C 1.250 0.701 -0.952 -1.0 -0.4 0.3 -0.122
O -1.484 -0.066 -0.443 -0.1 -0.7 -0.8 -0.582
P -2.987 -0.749 -0.183 1.1 0.7 0.1 0.828
S 1.521 -1.897 -0.130 0.1 -0.4 -0.1 0.719
H -0.746 -0.931 1.293 -0.2 0.3 0.1 0.084
H -0.546 0.843 1.085 -0.4 0.7 0.7 0.113
H 1.453 0.164 1.049 0.4 -0.4 0.2 0.102
H 2.274 0.900 -1.065 1.5 0.3 0.2 0.057
H 0.707 1.610 -0.745 0.0 0.5 0.0 0.081
H 0.918 0.360 -1.907 -0.5 -0.5 -0.6 0.068
H -2.761 -0.553 1.199 -0.8 -0.4 0.4 -0.148
```
Forces are in eV/Å.

Density functional theory data (ωB97M-V/def2-TZVPD) for a structure of composition C49H78NO33V at a distorted geometry.

Computed properties:
Highest occupied orbital energy = -7.327 eV
Strongest force on any atom = 13.36 eV/Å
Spin multiplicity = 1
HOMO-LUMO gap = 0.2312 Ha

XYZ file:
```
162
Properties=species:S:1:pos:R:3:forces:R:3:lowdin_charge:R:1
O 13.140 -28.263 -6.383 -3.8 -1.4 -1.0 -0.270
V 12.940 -28.977 -5.034 -5.3 -7.8 -6.6 1.004
O 11.391 -28.892 -4.632 4.1 -1.6 2.8 -0.311
C 13.150 -26.129 -5.497 3.1 -0.2 0.4 0.028
C 13.365 -26.591 -4.000 -3.1 4.1 1.9 -0.200
C 11.919 -26.341 -3.334 8.4 -5.1 3.4 -0.180
C 11.830 -26.732 -1.860 2.1 -2.4 -2.0 -0.114
C 12.237 -28.219 -1.753 0.0 0.5 0.4 -0.074
C 13.562 -28.706 -2.458 -1.5 1.8 1.0 -0.290
N 13.596 -28.057 -3.779 4.3 6.1 3.6 -0.131
O 14.592 -28.506 -4.747 -3.3 1.7 6.4 -0.388
C 13.333 -30.188 -2.591 0.5 0.8 -1.7 -0.066
C 14.782 -28.329 -1.471 -5.1 2.3 -2.8 -0.059
C 14.401 -25.561 -3.380 0.6 -2.1 -0.1 0.021
H 12.314 -26.541 -6.061 0.4 0.3 0.3 0.113
H 14.134 -26.352 -5.910 -1.0 -0.4 -0.5 0.081
H 13.155 -25.041 -5.575 0.6 -2.8 -0.4 0.071
H 11.341 -27.023 -3.957 5.9 -1.9 3.9 -0.046
H 11.491 -25.344 -3.435 -1.4 -11.8 1.0 -0.037
H 10.826 -26.507 -1.502 1.0 -1.8 -0.1 0.111
H 12.646 -26.159 -1.418 -1.3 -0.5 0.8 0.052
H 11.315 -28.784 -1.892 0.4 -0.5 -0.9 0.149
H 12.500 -28.449 -0.720 -0.3 0.9 -3.5 0.003
H 13.395 -30.686 -1.623 0.1 4.4 -2.7 -0.019
H 14.069 -30.700 -3.211 -0.2 -0.2 0.2 0.101
H 12.380 -30.531 -2.994 -0.6 0.7 0.1 0.129
H 14.604 -28.953 -0.595 -0.7 1.0 -1.0 0.069
H 14.711 -27.299 -1.120 -0.2 0.1 -1.1 0.081
H 15.739 -28.522 -1.955 -2.1 1.9 -0.8 0.068
H 14.586 -25.711 -2.316 0.0 -0.1 -0.3 0.065
H 14.172 -24.509 -3.550 -0.5 -0.4 0.3 0.094
H 15.339 -25.614 -3.933 -0.6 -1.9 2.2 0.028
C 17.041 -30.258 -6.913 -0.9 1.3 -0.3 0.039
C 15.831 -29.251 -6.574 3.6 -3.0 2.4 -0.354
C 16.237 -27.918 -6.027 1.6 0.2 -3.4 -0.095
O 15.489 -27.007 -6.925 0.9 -1.1 0.7 0.057
C 14.619 -27.796 -7.647 -0.3 1.1 -0.7 -0.602
O 13.647 -27.412 -8.212 1.6 1.4 -2.7 0.156
O 14.999 -29.065 -7.573 -1.3 0.2 -4.3 0.128
H 17.412 -30.056 -7.918 -0.3 0.0 -0.2 0.084
H 16.705 -31.293 -6.850 0.1 0.0 0.0 0.085
H 17.925 -30.099 -6.295 -0.4 0.0 0.4 0.078
H 15.235 -29.675 -5.766 0.5 -0.7 -1.4 0.096
H 17.295 -27.655 -5.992 -1.7 -2.2 -3.4 0.103
H 16.029 -27.902 -4.957 -0.2 2.4 -2.2 0.082
C 15.658 -30.637 -0.848 -2.0 -3.5 1.1 -0.033
C 14.585 -31.329 0.070 0.5 0.9 -0.3 -0.200
C 13.280 -31.674 -0.587 -1.0 -0.1 1.4 -0.202
O 12.810 -32.799 0.021 0.1 -2.1 1.0 0.132
C 13.878 -33.410 0.573 0.7 -5.2 2.5 -0.467
O 13.897 -34.569 1.080 -0.4 5.0 -2.3 0.099
O 14.954 -32.615 0.497 0.9 -1.3 0.2 0.127
H 16.540 -30.411 -0.249 -1.3 -0.3 0.2 0.096
H 15.253 -29.796 -1.412 0.6 -3.6 1.0 0.007
H 15.970 -31.321 -1.636 -0.7 -0.5 0.7 0.127
H 14.399 -30.817 1.014 0.1 0.7 -0.1 0.142
H 13.447 -31.714 -1.663 -0.3 -4.1 1.1 0.114
H 12.517 -30.919 -0.392 -0.2 0.1 -0.1 0.156
C 14.465 -20.994 -6.775 1.1 -2.0 1.6 0.033
C 14.738 -22.118 -5.694 0.0 2.2 -2.4 -0.304
C 14.469 -21.660 -4.308 0.6 0.9 -0.5 -0.100
O 13.221 -22.242 -4.057 -1.2 0.5 2.2 0.081
C 12.949 -23.251 -4.893 -0.1 -0.5 1.1 -0.489
O 12.202 -24.195 -4.712 2.9 8.0 -4.2 -0.042
O 13.803 -23.192 -5.857 1.5 -0.5 -2.4 0.144
H 13.423 -20.762 -6.556 0.2 0.9 -0.6 0.097
H 14.703 -21.302 -7.793 -0.5 -0.2 0.1 0.089
H 15.253 -20.288 -6.511 -0.6 0.8 0.0 0.088
H 15.780 -22.435 -5.641 -1.0 0.4 -1.5 0.100
H 14.456 -20.576 -4.199 -0.5 -0.1 0.0 0.150
H 15.353 -21.987 -3.762 -0.7 -0.6 1.3 0.137
C 11.963 -24.259 -2.477 0.0 4.0 6.3 -0.029
C 10.737 -24.398 -1.442 1.0 2.4 -0.8 -0.199
C 10.647 -23.355 -0.295 1.6 -0.1 -1.7 -0.079
O 9.285 -23.053 -0.213 -0.5 -0.9 0.9 0.103
C 8.711 -23.441 -1.341 -4.0 0.8 -2.5 -0.490
O 7.544 -23.158 -1.626 3.4 -1.1 0.6 0.126
O 9.584 -24.097 -2.200 -2.2 1.5 1.4 0.048
H 11.745 -24.680 -3.458 3.5 9.5 4.3 -0.048
H 12.791 -24.820 -2.046 -0.6 0.8 -0.6 0.043
H 12.403 -23.280 -2.670 -1.1 0.6 1.4 0.111
H 10.499 -25.378 -1.029 0.6 1.4 0.4 0.118
H 11.067 -22.388 -0.571 0.9 -0.2 0.1 0.147
H 11.162 -23.847 0.530 -1.7 1.4 0.0 0.076
C 14.306 -25.151 -0.060 -0.1 0.6 -1.3 -0.028
C 14.127 -24.786 1.377 1.4 1.0 -0.6 -0.297
C 12.741 -24.580 1.898 -1.5 1.3 -1.6 -0.111
O 12.406 -25.654 2.713 2.5 0.0 1.0 0.065
C 13.631 -26.298 3.003 1.2 1.6 -0.2 -0.456
O 13.718 -27.186 3.776 3.3 3.7 1.9 0.180
O 14.632 -25.840 2.138 -1.4 -1.0 2.7 0.049
H 13.567 -25.858 -0.435 0.5 0.0 0.9 0.046
H 15.308 -25.476 -0.340 0.1 -0.3 0.7 0.089
H 14.193 -24.325 -0.762 -0.3 0.6 0.5 0.098
H 14.736 -23.909 1.595 0.1 0.1 0.1 0.163
H 12.032 -24.555 1.070 0.9 -0.9 0.5 0.082
H 12.609 -23.598 2.352 0.1 -0.2 0.7 0.154
C 8.720 -24.512 -6.526 1.2 -0.6 -1.1 0.005
C 9.955 -25.307 -6.086 -2.0 1.9 0.6 -0.304
C 10.112 -25.321 -4.610 -0.9 0.7 -0.1 -0.041
O 10.422 -26.680 -4.402 -12.7 1.4 -3.8 0.053
C 9.917 -27.403 -5.314 -5.2 -6.6 -2.3 -0.513
O 9.620 -28.622 -5.193 -3.5 5.9 -2.4 0.075
O 9.684 -26.640 -6.381 0.5 -1.2 -2.2 0.138
H 7.752 -24.925 -6.239 0.3 0.1 0.6 0.098
H 8.820 -24.722 -7.591 -0.6 0.9 -0.4 0.088
H 8.870 -23.464 -6.268 -0.3 0.0 -0.2 0.091
H 10.829 -24.850 -6.550 0.2 -0.7 -0.5 0.157
H 9.294 -24.905 -4.023 -0.4 -1.0 -0.3 0.163
H 11.018 -24.817 -4.275 -4.9 0.0 -2.8 0.038
C 16.190 -29.869 -4.001 2.9 -1.0 2.6 0.020
C 17.530 -29.940 -3.125 -2.0 -2.8 1.8 -0.243
C 17.446 -29.201 -1.744 2.4 1.4 -2.9 -0.189
O 18.169 -29.997 -0.868 0.8 -2.3 0.3 0.064
C 18.013 -31.289 -1.321 1.4 -2.4 0.1 -0.499
O 18.263 -32.296 -0.664 -0.7 2.8 -1.9 0.152
O 17.523 -31.243 -2.611 1.6 -3.7 2.5 0.028
H 16.149 -30.513 -4.880 0.8 -0.5 1.2 0.094
H 16.114 -28.844 -4.363 0.6 -3.4 2.1 0.040
H 15.355 -30.122 -3.348 1.2 0.3 -0.5 0.059
H 18.453 -29.795 -3.687 0.2 -2.9 1.8 0.149
H 16.444 -28.981 -1.377 3.9 -1.4 0.5 0.031
H 18.035 -28.288 -1.660 -1.8 -2.8 -3.3 0.060
C 16.319 -24.577 -5.347 0.9 0.3 -0.2 -0.021
C 17.656 -25.078 -4.805 -1.8 0.4 -0.6 -0.164
C 17.634 -25.186 -3.311 0.2 -0.9 1.2 -0.053
O 17.549 -26.602 -3.130 -0.7 -0.5 1.2 0.080
C 17.748 -27.305 -4.228 2.5 -1.7 1.3 -0.466
O 17.955 -28.545 -4.229 1.1 12.1 -4.0 0.001
O 17.753 -26.489 -5.268 3.4 4.8 1.3 0.045
H 15.451 -24.932 -4.792 1.2 0.7 -2.3 0.021
H 16.254 -24.867 -6.396 -0.2 0.6 -0.1 0.127
H 16.252 -23.510 -5.138 1.0 -1.0 -0.2 0.054
H 18.420 -24.383 -5.155 0.5 -0.9 -0.3 0.163
H 16.775 -24.776 -2.778 -0.2 0.2 -0.5 0.127
H 18.485 -24.807 -2.745 0.5 -0.2 -0.4 0.144
C 12.615 -28.047 1.003 -1.7 1.6 2.5 0.027
C 12.313 -28.302 2.535 -0.9 -0.9 -3.8 -0.298
C 11.120 -29.155 2.828 -0.8 -0.4 1.1 -0.066
O 11.632 -30.448 3.040 1.2 -1.9 -0.7 0.069
C 12.972 -30.432 3.157 1.5 -0.8 0.7 -0.439
O 13.683 -31.395 3.464 -2.1 3.4 -1.3 0.141
O 13.396 -29.105 2.911 0.4 -3.9 1.2 0.022
H 11.925 -27.246 0.738 -0.6 -0.1 -0.4 0.107
H 12.449 -28.799 0.231 0.1 -1.2 3.5 0.055
H 13.554 -27.522 0.829 -0.1 -0.7 0.4 0.065
H 12.305 -27.334 3.037 -2.4 -3.1 -0.7 0.091
H 10.321 -29.213 2.089 0.1 0.2 0.0 0.147
H 10.737 -29.002 3.837 -0.6 1.2 -0.2 0.146
C 15.808 -28.098 1.029 1.7 -0.4 1.7 0.004
C 17.047 -27.224 0.927 -3.3 1.8 -0.9 -0.270
C 18.317 -27.388 1.659 1.1 -0.9 0.8 -0.042
O 19.317 -27.310 0.609 -0.8 0.7 0.9 0.105
C 18.708 -27.252 -0.598 2.4 -1.1 1.8 -0.540
O 19.383 -27.437 -1.576 0.2 2.0 0.4 0.175
O 17.371 -27.335 -0.456 1.4 3.1 0.8 0.011
H 15.079 -28.014 0.223 1.6 1.3 1.9 0.016
H 15.323 -27.861 1.975 0.4 -1.2 0.0 0.094
H 16.227 -29.088 0.850 -0.5 -0.4 1.1 0.110
H 16.658 -26.217 1.076 0.4 0.4 0.0 0.128
H 18.377 -28.339 2.188 0.3 -0.3 -0.4 0.147
H 18.508 -26.640 2.428 0.0 0.3 -0.4 0.139
```
Forces are in eV/Å.

Density functional theory data (ωB97M-V/def2-TZVPD) for the molecule C4H10O2Si at a distorted geometry.

Computed properties:
Highest occupied orbital energy = -10.404 eV
Strongest force on any atom = 2.97 eV/Å
SMILES = C[Si](C)(C)OC=O
Spin multiplicity = 1
Energy above the lowest of the compared OMol25 structures with the same formula, charge and spin = 1.083 eV
HOMO-LUMO gap = 0.4110 Ha

XYZ file:
```
17
Properties=species:S:1:pos:R:3:forces:R:3:lowdin_charge:R:1
C -1.062 1.272 -0.747 0.5 1.3 -2.1 -0.190
Si 0.149 0.134 0.006 0.0 -1.8 0.2 0.429
C 0.593 -1.456 -1.008 1.1 -1.7 0.1 -0.157
C -0.566 0.002 1.748 0.0 -2.3 0.2 -0.175
O 1.582 0.943 -0.083 0.0 3.0 0.2 -0.108
C 2.818 0.565 0.067 0.2 -2.1 -1.6 -0.395
O 3.027 -0.586 0.366 1.5 0.5 0.9 0.032
H -2.033 0.752 -0.708 0.2 0.5 -0.4 0.035
H -1.117 2.278 -0.248 0.0 -1.1 -0.2 0.057
H -0.706 1.509 -1.828 -1.0 -0.5 1.6 0.069
H 0.016 -2.373 -0.763 -0.1 0.6 0.1 0.020
H 0.418 -1.344 -2.090 0.0 0.3 0.3 0.019
H 1.700 -1.900 -0.920 -2.3 1.6 0.1 0.075
H -0.441 -1.042 2.217 0.8 1.7 -0.2 0.053
H -0.245 0.875 2.383 -0.7 -1.1 -0.4 0.053
H -1.656 -0.145 1.555 0.5 1.2 0.3 0.028
H 3.560 1.257 -0.407 -0.3 -0.2 0.9 0.156
```
Forces are in eV/Å.